[1]
C4H26NO11 | ωB97M-V/def2-TZVPD

The geometry in XYZ format:
```
42
Properties=species:S:1:pos:R:3:forces:R:3
H -1.33173 1.00312 0.67052 -0.024 -0.533 -0.255
H 3.59564 3.05013 -0.30260 1.792 1.708 -1.805
H -1.81441 0.68549 3.07697 0.016 -0.657 0.363
O -3.50161 -2.26410 2.85110 -0.486 0.821 0.484
H -0.91088 2.25010 1.32672 0.521 0.678 -0.034
H 2.60179 -1.62417 1.65681 1.445 0.323 0.001
C 1.57898 -1.86046 1.62591 -1.970 1.591 -0.351
H 2.30033 -0.03718 -0.44273 -1.140 0.148 -0.220
O -1.69396 0.25080 3.96043 -0.527 0.299 -0.864
N 0.40175 -0.03225 -1.48374 1.512 -0.784 0.259
H -2.91515 -2.92315 3.20378 0.476 -0.477 0.106
O -2.64594 0.30673 -3.63583 1.251 -0.157 -0.011
O 3.02503 2.49345 0.13702 -3.057 -2.865 1.166
H 1.41320 -2.76741 1.15945 0.129 -2.330 -0.761
H -1.78693 0.80191 -3.34415 -0.866 -0.531 -0.482
H -3.48377 -1.56985 3.54091 0.109 -0.295 -0.655
C 0.66343 1.16816 -2.26147 -3.562 -2.158 1.749
O -1.43304 1.46552 1.50043 -0.449 0.087 0.113
O -0.38167 1.34346 -2.95047 1.409 1.732 -1.136
O 1.62320 1.91423 -1.96980 -0.203 -0.481 -0.834
C 1.37282 -0.62647 -0.58441 1.351 -1.711 -1.163
H 1.78656 -1.64335 -0.94838 -0.652 1.226 -0.008
H 2.31810 2.11346 -0.54227 2.127 0.858 0.603
H -2.25385 -0.48565 -4.05318 -0.394 0.553 0.092
H 0.62281 3.20786 -0.61069 0.095 -0.147 -1.133
H -2.81790 -0.43653 -2.12803 -0.595 -1.385 0.474
H 1.18512 -1.92786 2.62773 -0.149 0.159 0.346
O -2.09057 -3.28017 -0.59050 0.794 2.377 0.994
H -1.03539 0.84023 4.31104 0.504 0.171 0.602
H 3.98739 0.51941 -2.40529 0.634 -0.731 1.845
H -0.33620 -0.74436 -1.74483 1.180 1.846 -0.102
H -0.32372 -1.06879 0.70314 1.253 -0.337 -0.040
C 0.78912 -0.86141 0.74565 -1.096 1.781 3.098
O -2.64261 -0.69408 -1.15810 0.851 3.014 -1.517
H 3.71269 0.02184 -0.95839 -0.245 0.146 0.167
H -1.75499 -2.30949 -0.44370 -0.955 -2.506 -0.822
H -2.90011 -3.20706 -0.06233 0.076 -0.230 -0.192
H 0.79941 0.14702 1.28051 -0.098 -1.080 -0.550
H -2.19881 0.21003 -1.14539 -0.308 -1.299 1.322
O 4.41982 0.12194 -1.58557 0.175 0.667 -2.287
H 1.48456 3.14541 0.64634 -0.311 0.160 -0.287
O 0.57147 3.30352 0.32741 -0.614 0.351 1.726
```
Positions in Å, forces in eV/Å.

Calculated values
- Total energy: -1050.4874 Ha
- LUMO: 2.934 eV
- Net charge: -1
- Orbital gap: 9.18 eV
- Energy above the lowest of the compared OMol25 structures with the same formula, charge and spin: 1.643 eV

***

[2]
C4H27N2O9 | ωB97M-V/def2-TZVPD

The geometry in XYZ format:
```
42
Properties=species:S:1:pos:R:3:forces:R:3
N 0.09323 -0.75822 3.01467 -0.477 1.202 0.361
O 1.69773 0.15928 -3.15975 0.281 0.413 0.784
C 0.39386 -1.37621 -0.03838 -0.848 -0.982 0.515
H 2.40166 -0.45555 -2.90319 -0.267 0.289 -0.113
H -0.57004 -1.95065 -0.26599 1.286 0.815 0.169
H 3.46211 -0.62355 2.17689 0.399 -0.576 -0.352
H -1.72804 -1.08471 -2.97008 -0.151 -0.359 0.280
H -1.59313 -0.76588 1.73186 0.556 0.552 0.319
H -1.85863 -2.66378 1.29372 0.542 0.380 0.369
H 1.00473 -1.98478 0.64207 -0.215 -0.044 0.021
O -2.61419 -2.91049 0.78334 -1.370 -0.068 -0.968
H 0.98458 -1.26812 -0.92456 0.125 0.121 -0.717
H 2.92256 0.75517 2.05167 0.024 2.695 -2.189
H 0.21716 -1.71424 2.82710 0.266 -1.463 -0.140
O -3.45058 -0.47732 -0.02371 -0.050 0.567 0.419
O 0.57122 2.87707 2.21434 -1.074 -0.868 -0.225
H 2.19744 2.62951 1.39845 -1.532 1.400 1.083
C 0.11714 -0.03333 0.58824 0.667 2.330 0.563
H 0.62337 2.11938 2.84277 -0.202 0.731 -0.774
O -2.58047 -1.18675 -2.45496 -0.048 1.145 -0.472
O 2.81585 2.09952 0.95775 2.091 -1.259 -1.262
H 0.06560 2.84455 -0.17276 0.340 -0.894 -1.214
H -2.67032 -2.10330 -2.25136 0.140 -1.073 0.113
H 0.01272 2.55763 1.43901 0.936 0.361 1.567
H 1.55147 0.86657 -2.22693 0.113 -0.255 -0.179
H -3.25050 -0.63501 -0.96158 0.117 0.165 -0.362
H -1.10904 0.30252 -1.02350 0.038 -0.203 -0.551
H -1.01029 0.84720 2.28220 0.017 -0.631 -0.527
H -0.41507 -0.97066 -4.62756 -0.173 0.107 -0.863
O -0.29622 -1.24889 -3.73046 0.002 0.050 0.569
N -0.67731 0.86197 -0.31167 0.208 0.099 0.496
H 1.14739 0.55343 0.77141 -2.404 -1.675 -0.175
H 2.38820 1.88614 0.08044 0.020 0.128 -0.034
H -2.78521 0.19435 0.23100 -0.292 -0.269 -0.117
O 2.95252 0.03457 2.62564 -0.104 -2.191 2.679
H -0.33907 2.29612 -1.83375 -0.637 0.109 -0.234
H 1.03122 -0.35770 3.06914 -0.211 -0.139 -0.181
H -3.04029 -2.06559 0.43784 0.790 -0.693 0.828
O 1.40289 1.58343 -1.16048 1.251 -0.004 -0.777
H 0.47425 -0.63702 -3.42267 0.112 -0.275 0.001
C 0.13948 1.95898 -0.92154 -0.748 0.185 1.396
C -0.67995 -0.15562 1.92534 0.484 0.073 -0.108
```
Positions in Å, forces in eV/Å.

Calculated values
- Total energy: -955.3440 Ha
- LUMO: 3.132 eV
- Net charge: -1
- Orbital gap: 8.76 eV
- Energy above the lowest of the compared OMol25 structures with the same formula, charge and spin: 0.499 eV

***

[3]
C4H27N3O9 | ωB97M-V/def2-TZVPD

The geometry in XYZ format:
```
43
Properties=species:S:1:pos:R:3:forces:R:3
C -0.47577 -0.09651 -2.37290 0.277 -0.261 -0.261
H 0.04773 -1.34940 -4.01385 -0.405 -0.110 0.090
H -2.61298 -2.35631 -1.77434 -0.021 -0.242 -0.245
H 0.00538 -2.19631 -2.45312 0.049 -0.054 0.022
H 0.04805 0.04193 3.43331 0.166 0.309 0.016
H -1.53389 -0.28690 -2.51974 -0.101 0.056 0.165
H -3.00029 2.25216 0.33726 0.043 0.136 0.044
O -0.88368 -3.07893 1.05745 -0.104 0.119 -0.712
H -1.56950 3.04613 2.03290 0.124 0.064 0.116
H 1.87040 2.98193 0.05781 0.346 0.064 -0.299
C 0.30562 -1.27396 -2.95404 0.444 0.485 -0.238
H 2.92604 2.88187 -1.07479 -0.273 0.168 0.224
H -0.08570 1.58413 3.58483 0.279 -0.370 -0.120
O -1.16911 -1.22158 3.01979 0.120 0.261 -0.286
C 2.47314 -2.04864 -2.04929 0.118 0.489 0.174
H -1.42390 -1.66622 3.82834 -0.089 -0.229 0.010
O -2.36523 0.54683 -0.48859 -0.217 0.315 0.347
H -0.00855 2.97657 2.02843 -0.172 0.132 0.136
O 0.57665 0.85387 3.59735 -0.348 -0.070 -0.007
N 1.76891 -1.12354 -2.91463 -0.379 -0.639 0.021
H -1.41718 -2.74738 0.28072 0.170 -0.420 0.594
H -0.87445 0.75091 0.88538 0.112 0.026 0.434
H 3.16322 -1.70952 -0.08609 0.093 -0.106 -0.162
H 1.53103 1.59740 2.29502 -0.058 0.321 0.249
H 2.03008 -0.18082 -2.67844 0.103 0.249 0.004
C -1.18577 0.50049 -0.12156 0.484 -0.294 -1.001
H -2.68823 -1.17840 -0.79454 -0.065 -0.640 0.170
N 2.31763 -1.72205 -0.63610 -0.178 0.300 0.385
N -0.20317 0.13589 -0.96103 -0.366 -0.051 0.143
H -2.97544 3.81930 0.27300 0.043 -0.555 0.318
H -0.26092 0.80907 -2.94613 0.142 0.062 0.040
H 3.52625 -1.97543 -2.31655 0.081 -0.154 0.105
O 2.16264 3.39679 -0.77848 0.002 -0.232 -0.107
H 0.74044 -0.04487 -0.62700 -0.074 0.086 0.080
H 1.62727 -2.27910 -0.15544 -0.070 -0.171 0.052
O -2.90144 3.05861 0.87590 -0.252 0.314 -0.489
H 2.13215 -3.06478 -2.24927 -0.009 0.013 -0.220
H -1.16098 -3.99097 1.20944 -0.014 0.235 -0.067
H 2.26033 2.99043 2.32478 -0.037 -0.165 0.038
O -2.61947 -2.17007 -0.83551 -0.055 0.801 0.022
H -1.06831 -1.89349 2.30838 -0.063 -0.071 0.438
O 1.75454 2.39688 1.75868 0.230 -0.196 -0.177
O -0.78357 3.03399 2.61265 -0.073 0.023 -0.045
```
Positions in Å, forces in eV/Å.

Calculated values
- Total energy: -1010.0829 Ha
- LUMO: 0.305 eV
- Orbital gap: 9.59 eV
- Energy above the lowest of the compared OMol25 structures with the same formula, charge and spin: 0.565 eV
- SMILES string: NCNCCNC=O.O.O.O.O.O.O.O.O

***

[4]
C4H27O10 | ωB97M-V/def2-TZVPD

The geometry in XYZ format:
```
41
Properties=species:S:1:pos:R:3:forces:R:3
C -2.38918 -0.59215 2.80224 0.831 -0.308 0.149
H 4.94997 1.01609 -1.26662 -0.052 -0.025 -0.058
O -1.81556 -2.76228 1.91658 -0.187 0.710 -1.162
H -2.18120 -0.00421 3.70072 -0.340 0.529 -0.234
H -1.83602 -1.90576 0.41525 0.038 -1.295 2.273
H -2.63240 1.79063 0.49734 -0.023 -0.023 -0.012
H -1.92902 -0.15761 1.90865 -0.043 0.478 0.143
H 1.58826 0.41775 0.03305 0.329 0.250 0.156
O -0.07244 0.39130 -1.13633 -0.958 -0.252 -0.230
H 0.22745 0.20211 -4.06893 -0.044 0.087 0.065
H 0.27890 1.39370 0.66851 -0.073 0.198 0.025
O 3.21491 -1.77344 1.18040 0.001 0.049 -0.074
C -1.62510 -1.91492 2.99315 -0.044 -0.336 -1.053
H 2.26556 -1.94059 1.18609 0.008 0.059 0.128
H -1.82249 -2.37444 -1.14963 0.044 -0.080 0.250
H -3.45183 -0.68944 2.58717 -0.035 -0.267 0.307
H 0.16796 -1.06702 2.17773 -0.056 0.009 -0.106
C -0.13533 -1.58534 3.09521 0.764 0.587 0.365
H 0.65531 -1.57831 -1.76147 0.334 0.432 0.058
H -2.19292 2.56786 -2.75146 0.049 -0.032 0.174
O 1.11961 0.33350 -3.73884 0.279 -0.018 -0.013
H -0.83581 1.89856 -2.53606 0.138 -0.140 0.150
H -1.80412 1.28104 -0.68913 0.186 -0.197 0.016
H 1.21434 1.98203 -0.73523 -0.002 0.096 -0.009
H -1.94299 -2.35749 3.95163 -0.098 -0.228 0.050
O 4.93493 0.06606 -1.11858 -0.002 0.138 0.139
H 1.02085 0.33450 -2.76793 -0.366 -0.002 -0.095
H 1.26492 -2.60377 -0.81261 0.045 -0.024 -0.021
H 0.91398 4.49536 -1.74075 -0.025 -0.057 -0.033
H -0.52071 4.27208 -2.21880 0.255 -0.063 -0.204
O 1.28803 -2.31020 -1.72878 -0.288 -0.271 0.016
O 0.15082 4.96513 -2.08652 -0.129 0.151 0.175
O -1.26042 2.65066 -2.98140 -0.158 -0.014 -0.099
C 0.77463 1.09464 -0.26439 -0.156 -1.112 -0.073
H 0.53605 -2.43887 3.21018 -0.420 -0.372 -0.114
H 4.06192 -0.11009 -0.74504 0.045 -0.204 -0.054
H -1.10871 -0.97800 -0.78080 0.662 1.280 0.074
H 3.34147 -1.08187 1.83761 -0.047 -0.026 0.019
O -1.86507 -1.60676 -0.56016 -0.210 0.096 -1.106
H 0.14585 -0.91764 3.92051 -0.265 0.137 0.079
O -2.69441 1.59719 -0.44256 0.013 0.059 -0.064
```
Positions in Å, forces in eV/Å.

Calculated values
- Total energy: -920.9884 Ha
- LUMO: 2.694 eV
- Net charge: -1
- Orbital gap: 7.65 eV
- Energy above the lowest of the compared OMol25 structures with the same formula, charge and spin: 2.985 eV

***

[5]
C4H27O12S | ωB97M-V/def2-TZVPD

The geometry in XYZ format:
```
44
Properties=species:S:1:pos:R:3:forces:R:3
O 3.32442 0.42293 -0.21897 0.129 -0.683 -0.624
H 2.00588 -1.33141 -2.15714 0.146 -0.120 -0.044
H -0.93805 0.78600 -2.97215 0.984 -0.412 -0.372
H 0.59421 0.30197 0.96399 -0.565 0.428 0.920
H -1.00974 0.17124 3.36828 -0.372 -0.327 -1.100
H -1.40896 1.98284 1.67799 0.540 0.120 0.216
H 0.84086 -2.96776 2.42412 -0.109 0.036 0.240
H 2.05721 -2.02639 0.97866 -0.253 -0.152 -1.031
H -1.16635 -2.49498 2.34882 -0.555 -0.007 -0.472
C -0.32515 0.61438 0.44021 1.101 -1.248 -0.683
H 0.74660 -0.81399 -2.86551 0.323 -0.379 0.054
H 1.03739 2.71796 -0.01141 -0.239 0.537 -0.400
H 1.21192 -1.75994 -0.32605 0.133 -0.400 0.083
O -2.41248 0.63000 -2.47811 0.049 -0.352 -0.434
H -2.31396 -0.09612 -1.78752 -0.099 0.798 0.312
H -2.32211 -2.64442 -0.31753 0.406 -0.179 -0.213
H -0.31310 0.28717 -4.24583 0.022 -0.251 -1.023
C 0.35607 2.98398 0.79907 1.356 0.449 0.316
O 1.25078 -1.63917 -2.66519 -0.368 0.376 -0.053
H 0.62510 5.19767 -0.21437 0.144 -0.104 -0.360
H 0.87017 -1.56232 2.98533 0.041 0.122 0.114
C -1.41512 -0.43109 0.66934 0.017 0.130 0.045
H 4.12825 0.30422 -0.75204 -0.344 0.184 0.321
C -0.79623 2.02068 0.76576 -0.698 -0.057 0.136
O -2.15786 -3.60045 -0.46763 -0.200 -0.211 0.250
O -0.01662 0.64895 -3.42259 -1.078 0.557 1.165
O 2.07901 -2.07980 -0.02833 -0.004 0.464 1.057
O 1.21352 3.17389 -2.99078 -0.466 0.207 0.287
H -2.64705 1.43556 -2.01666 -0.187 -0.046 0.350
H -1.45840 -3.89972 1.71590 -0.192 0.371 -0.246
O -2.16902 -0.73371 -0.29487 0.069 -0.398 0.163
O -1.50172 -0.90301 1.82605 -0.096 0.242 -0.048
H 1.98752 2.62358 -2.90303 0.488 -0.187 0.016
H -1.38560 -0.50433 4.66257 -0.401 -0.404 0.106
O 1.46407 -2.25954 2.67690 0.133 -0.032 -0.222
H 0.11255 0.43213 -0.55815 -0.827 0.848 -0.356
O -1.01080 -3.45158 2.44021 0.542 -0.651 0.564
H -1.53921 2.37817 0.05033 0.157 -0.097 -0.448
H 1.03360 2.90699 1.65235 -0.480 -0.626 0.290
H -1.24296 -3.72093 -0.74817 -0.170 0.428 -0.014
H 0.50936 2.51998 -2.85375 0.158 0.137 -0.357
S -0.05139 4.77398 0.84535 -0.446 -0.215 0.056
H 2.89793 -0.47341 -0.27021 0.302 0.542 0.359
O -0.74453 0.07978 4.27476 0.911 0.564 1.082
```
Positions in Å, forces in eV/Å.

Calculated values
- Total energy: -1469.8250 Ha
- LUMO: 2.675 eV
- Net charge: -1
- Orbital gap: 9.40 eV

***

[6]
C4H28N2O10 | ωB97M-V/def2-TZVPD

The geometry in XYZ format:
```
44
Properties=species:S:1:pos:R:3:forces:R:3
H -0.88568 2.21056 2.43401 -0.381 -0.914 -0.086
N 2.34437 -0.12968 0.45320 1.612 2.342 1.983
H -2.18116 0.83469 0.26014 -0.592 -0.190 -0.904
H -4.29491 -2.33491 -0.46076 -0.571 1.421 -2.836
H -3.10590 0.49929 -2.20423 0.398 -0.507 0.474
O -1.96212 0.74383 1.18583 5.124 1.120 -1.945
O -0.75913 3.11882 2.20849 0.821 1.418 0.038
H -2.32850 -0.64472 -1.48181 0.177 -4.489 -0.084
H 1.09767 -2.26220 2.47500 -0.994 0.820 -1.703
H 0.85626 3.19735 0.72540 0.161 -1.356 1.017
H -0.21798 1.13489 -2.34244 1.490 0.151 -1.613
H 3.30128 1.04617 2.12169 -0.503 -1.144 -0.953
H -2.86704 -2.57043 0.28918 -0.306 0.569 -1.031
O 0.71760 -2.01365 1.56429 0.991 -1.897 2.127
H 0.64351 1.84620 -0.37588 -0.297 -0.205 -1.409
O -0.37177 -4.44214 1.22209 -4.468 1.053 -0.732
H 1.10768 1.04126 -4.65533 0.201 -0.854 2.424
C 1.49251 -0.01763 -0.57861 1.271 2.784 -0.820
H -2.67190 0.59323 1.68810 -4.728 -1.021 2.615
H -0.99342 0.26758 2.85835 0.248 0.947 -0.915
C 1.47274 0.63955 -3.57161 -6.121 -1.265 -2.120
H -1.21303 -1.12587 2.96620 -0.420 -3.389 -2.216
H -1.17662 -4.39154 0.54427 1.886 0.249 2.271
H -0.52700 -1.76960 -0.80455 -0.457 -1.103 -1.216
O -3.82613 -2.64840 0.25423 0.893 -1.942 3.867
H 0.56192 -2.94200 1.22558 -0.294 1.230 0.168
O -2.41523 0.24833 -1.54923 -0.444 5.137 -0.405
H 2.27015 2.05579 -1.06080 -2.255 -1.864 -0.397
H -1.30282 3.26566 1.43409 -0.455 -0.258 -0.147
C 1.27417 1.37868 -1.16556 3.541 1.535 0.730
O -0.88622 -2.27266 -1.59669 -0.300 0.884 0.381
H 3.42883 1.74417 0.61477 -0.173 0.654 -0.893
N 0.78672 1.43953 -2.53555 -1.200 -0.038 1.573
H 2.45932 0.60446 -3.81580 3.307 0.481 0.977
O 0.97992 -0.91949 -1.15316 -0.361 -2.286 -0.556
H -0.48418 -1.69590 -2.29550 -0.516 -0.918 0.739
H 1.83402 1.66074 1.54361 0.583 0.073 -0.764
O 1.65141 3.62163 0.39506 0.722 -1.065 0.901
C 2.73044 1.14454 1.14905 -0.277 -0.824 2.083
H 0.20009 -4.85133 0.64118 2.569 -1.735 -1.814
H 2.14312 -0.79665 1.16402 -0.409 -1.220 -0.328
H 1.13639 4.34930 0.21280 -0.807 3.921 -1.307
O -1.10074 -0.40821 3.50090 0.359 2.142 3.315
H 1.08141 -0.44924 -3.48406 0.972 1.553 -0.489
```
Positions in Å, forces in eV/Å.

Calculated values
- Total energy: -1030.9649 Ha
- LUMO (spin up / spin down): 2.712 / 2.596 eV
- Net charge: -1
- <S²>: 0.75
- Orbital gap (spin up / spin down): 2.46 / 8.44 eV
- 2S+1: 2

***

These records have max |F| values of 4.52 3.47 1.15 2.62 1.80 6.60 eV Å⁻¹, in the order they appear.